A molecular structure, CO3Sn at a distorted geometry, computed with wB97M-V/def2-TZVPD.

Last column: natural (NBO) charge in e.
Geometry (Å):
O1 0.299 -0.046 0.459  -0.5773
Sn1 2.179 0.292 -0.129  1.9233
C1 -1.006 0.065 0.057  0.9551
O2 -1.875 0.797 -0.168  -0.2808
O3 -0.564 -1.140 -0.196  -0.0204

Values from the calculation:
* HOMO level: -22.90 eV
* total charge: +2